51
Properties=species:S:1:pos:R:3 method="wB97M-V/def2-TZVPD" e_lumo_ev=0.8 smiles="CCCOc1cccc(C(=O)N2CCN(C(=O)[C@@H]3CCCO3)CC2)c1" relative_energy_ev=1.454 homo_lumo_gap_ha=0.3382 e_homo_ev=-8.4
C -1.6221 -0.5401 -2.9766
H -0.7784 -0.7957 -2.3405
C -1.1759 0.3888 -4.0988
C -0.5669 1.6933 -3.5779
O -1.5449 2.5215 -2.9742
C -1.7448 2.5401 -1.6345
C -0.9364 1.9468 -0.6688
C -1.2521 2.0833 0.6762
C -2.3674 2.8063 1.0786
C -3.1687 3.4001 0.1174
C -2.8646 3.2699 -1.2210
H -3.4777 3.7314 -1.9792
H -4.0365 3.9691 0.4163
H -2.5932 2.9115 2.1292
C -0.3281 1.5114 1.7012
O 0.7912 1.9502 1.8836
N -0.8571 0.5185 2.4797
C -1.8984 -0.3535 1.9871
H -2.4014 -0.7934 2.8529
C -1.2506 -1.4528 1.1068
N 0.1599 -1.5472 1.4350
C 1.0714 -1.1769 0.5083
O 0.7587 -0.9674 -0.6519
C 2.5292 -1.0359 0.9785
C 3.4747 -0.9320 -0.2180
H 2.9889 -0.4513 -1.0628
C 3.7986 -2.4008 -0.4752
H 4.7353 -2.5481 -1.0071
C 3.8443 -2.9601 0.9448
H 3.5220 -4.0032 1.0078
H 4.8526 -2.8757 1.3712
O 2.9604 -2.1677 1.7279
H 2.9880 -2.8628 -1.0396
H 4.3705 -0.3763 0.0578
H 2.5762 -0.1468 1.6211
C 0.3865 -1.5488 2.8630
H 1.4178 -1.8100 3.0833
C 0.0225 -0.1514 3.4177
H -0.4790 -0.2354 4.3863
H 0.9094 0.4750 3.5267
H -0.2659 -2.3149 3.2928
H -1.3236 -1.1969 0.0487
H -1.7320 -2.4208 1.2761
H -2.6259 0.2174 1.4116
H -0.0667 1.3653 -0.9300
H -0.1849 2.2785 -4.4214
H 0.2630 1.4810 -2.9005
H -0.4244 -0.1102 -4.7132
H -2.0280 0.6372 -4.7354
H -2.0352 -1.4571 -3.3909
H -2.3905 -0.0634 -2.3703

52
Properties=species:S:1:pos:R:3 method="wB97M-V/def2-TZVPD" e_lumo_ev=0.8 smiles="CCOc1cc(NC(=O)[C@@H]2CCCO2)c(OCC)cc1NC(=O)C1CC1" relative_energy_ev=2.366 homo_lumo_gap_ha=0.3002 e_homo_ev=-7.4
C -0.1065 -3.9131 1.5206
C -0.5108 -3.7167 0.0635
H 0.3739 -3.6274 -0.5764
H -1.1007 -4.5721 -0.2792
O -1.3731 -2.6093 -0.1238
C -0.8577 -1.3379 -0.0631
C 0.4876 -1.0254 0.0300
C 0.9044 0.2983 0.0695
C -0.0382 1.3374 0.0109
C -1.3832 1.0247 -0.0883
C -1.8015 -0.2986 -0.1239
N -3.1461 -0.6662 -0.2205
C -4.2521 0.1268 -0.2755
O -4.2289 1.3423 -0.2448
C -5.5244 -0.6471 -0.3784
C -6.6395 -0.0325 -1.1878
C -6.7418 -0.0637 0.2951
H -6.5965 0.8650 0.8252
H -7.4358 -0.7456 0.7621
H -7.2607 -0.6925 -1.7737
H -6.4256 0.9169 -1.6538
H -5.4234 -1.7246 -0.3946
H -3.2687 -1.6695 -0.2456
H -2.1402 1.7869 -0.1433
O 0.4805 2.6088 0.0363
C -0.4002 3.7142 0.1265
C -0.9984 3.8828 1.5187
H -1.6292 3.0354 1.7732
H -1.5988 4.7875 1.5474
H -0.2050 3.9604 2.2585
H 0.2304 4.5746 -0.1166
H -1.1901 3.6385 -0.6288
N 2.2512 0.6665 0.1702
C 3.3553 -0.1224 0.2046
O 3.3498 -1.3330 0.1582
C 4.6517 0.7063 0.2621
C 5.0757 1.0817 -1.1670
H 4.2315 1.3398 -1.8035
C 5.7899 -0.1977 -1.6049
H 6.5848 -0.0066 -2.3224
C 6.3304 -0.7699 -0.2828
H 6.0846 -1.8309 -0.1780
H 7.4134 -0.6434 -0.1851
O 5.7289 -0.0365 0.7756
H 5.0758 -0.8920 -2.0463
H 5.7715 1.9210 -1.1319
H 4.5127 1.5716 0.9180
H 2.3730 1.6699 0.2088
H 1.2449 -1.7877 0.0724
H 0.4885 -4.8171 1.6124
H -0.9929 -4.0076 2.1436
H 0.4796 -3.0703 1.8765

50
Properties=species:S:1:pos:R:3 method="wB97M-V/def2-TZVPD" e_lumo_ev=-8.0 total_charge=+2 homo_lumo_gap_ha=0.1923 e_homo_ev=-13.2
C -1.8883 -1.7146 -0.0820
C -0.5690 -1.4423 -0.1149
C 0.0857 -0.4122 0.7272
C -0.1873 0.9834 0.5662
C -1.1165 1.4781 -0.5137
C -0.8472 0.9154 -1.9250
C -0.9768 1.9671 -3.0217
C -0.7993 1.2950 -4.3773
O -1.4234 2.0363 -5.3882
C -1.6796 1.2555 -6.5490
C 0.3945 1.9121 1.3988
C 0.1688 3.3679 1.3909
C -1.0945 3.8151 1.7397
C 1.3060 1.4603 2.3974
N 1.9509 2.2559 3.2511
S 2.8150 1.3582 4.2048
N 2.5072 -0.1595 3.6114
C 1.6191 0.0803 2.5468
C 0.9787 -0.9081 1.6804
C 1.2898 -2.4273 1.8236
C 2.8053 -2.6866 1.4274
C 0.9381 -2.9506 3.2483
C -0.5546 -3.3342 3.2873
H -2.6886 -0.9935 -0.2039
H -2.1868 -2.7539 0.0056
H 0.0529 -1.9837 -0.8250
H -1.0189 2.5590 -0.5661
H -2.1309 1.2567 -0.1751
H 0.1596 0.4906 -1.9842
H -1.5232 0.0830 -2.0954
H -1.9271 2.4938 -2.9905
H -0.1715 2.6862 -2.8615
H -1.2960 0.3169 -4.3020
H 0.2559 1.0731 -4.5784
H -1.1172 0.3202 -6.5405
H -1.3611 1.7876 -7.4393
H -2.7374 0.9989 -6.5833
H 0.9550 4.0816 1.1615
H -1.2676 4.3160 2.6884
H -1.9481 3.7353 1.0713
H 0.7528 -3.0799 1.1509
H 3.1562 -1.6876 1.0479
H 2.8662 -3.3581 0.5785
H 3.3950 -3.0804 2.3239
H 1.5464 -3.8414 3.3979
H 1.1628 -2.1588 3.9568
H -1.1204 -2.8796 2.4783
H -0.9868 -2.9597 4.2095
H -0.6425 -4.4131 3.2270
Sr 4.0988 -1.1545 2.5181

54
Properties=species:S:1:pos:R:3 method="wB97M-V/def2-TZVPD" e_lumo_ev="-5.3 / -5.4" total_charge=+1 relative_energy_ev=0.198 homo_lumo_gap_ha="0.1855 / 0.1801" e_homo_ev="-10.4 / -10.3"
Pd 0.8380 0.7335 -0.3086
C 0.6016 0.5788 -3.2034
N 1.4578 -0.1365 -2.2191
C 2.8754 0.0878 -2.5908
C 1.1118 -1.5550 -2.1737
C 1.6547 -2.4744 -3.0656
C 1.1463 -3.7565 -3.1181
C 0.0772 -4.1103 -2.2943
C -0.4484 -3.2153 -1.3877
C 0.1189 -1.9344 -1.2626
N -0.2268 -0.9869 -0.3467
C -1.2822 -0.9827 0.5672
C -1.6335 -2.0327 1.4054
C -2.6642 -1.8691 2.3266
C -3.3351 -0.6630 2.4188
C -2.9760 0.3991 1.5919
C -1.9535 0.2476 0.6770
N -1.5136 1.3101 -0.2127
C -2.2197 1.2146 -1.5015
C -1.7042 2.6629 0.3380
H 0.8726 0.2484 -4.2077
H 0.7667 1.6508 -3.1152
H -0.4381 0.3373 -3.0177
H 3.0129 -0.1585 -3.6435
H 3.5225 -0.5251 -1.9758
H 3.1135 1.1389 -2.4491
H 2.4397 -2.1878 -3.7510
H 1.5518 -4.4662 -3.8249
H -0.3458 -5.1036 -2.3642
H -1.2796 -3.4979 -0.7596
H -1.0754 -2.9579 1.3717
H -2.9301 -2.6900 2.9792
H -4.1384 -0.5390 3.1324
H -3.5007 1.3412 1.6751
H -3.2829 1.4382 -1.3715
H -2.1256 0.2058 -1.8992
H -1.7934 1.9316 -2.2024
H -2.7626 2.9391 0.3503
H -1.1757 3.3746 -0.2951
H -1.2915 2.7107 1.3395
S 4.4126 3.3732 0.6679
C 3.2031 2.3919 0.2098
S 1.8086 2.8870 -0.6597
S 3.1215 0.7082 0.4732
C -0.2370 0.4506 4.1746
S 1.0997 0.5926 3.0056
C 2.0168 1.9142 3.7751
O 0.4183 1.2385 1.8007
H 0.1529 0.0311 5.1012
H -0.9663 -0.2284 3.7336
H -0.6811 1.4310 4.3426
H 2.2494 1.6208 4.7985
H 1.4032 2.8147 3.7553
H 2.9342 2.0665 3.2103

51
Properties=species:S:1:pos:R:3 method="wB97M-V/def2-TZVPD" e_lumo_ev=0.6 smiles="CCOC(=O)C(Cc1cc(C(C)=O)ccc1OC(C)C)C(=O)OCC" relative_energy_ev=0.000 homo_lumo_gap_ha=0.3391 e_homo_ev=-8.6
C 4.1891 1.8606 1.7065
C 3.2124 2.0722 0.5591
H 3.7312 2.3931 -0.3470
H 2.4540 2.8095 0.8402
O 2.5663 0.8479 0.2069
C 1.4832 0.4998 0.9003
O 0.9679 1.1690 1.7517
C 1.0014 -0.8812 0.4637
C 2.2409 -1.7538 0.3270
O 2.8229 -2.2221 1.2701
O 2.6138 -1.9060 -0.9393
C 3.7944 -2.6748 -1.1810
C 3.4901 -4.1656 -1.2066
H 3.1334 -4.4878 -0.2314
H 2.7293 -4.3826 -1.9527
H 4.3931 -4.7178 -1.4500
H 4.1622 -2.3298 -2.1493
H 4.5282 -2.4523 -0.3999
H 0.3862 -1.2808 1.2757
C 0.1772 -0.7840 -0.8333
C -1.2121 -0.2860 -0.5472
C -2.2063 -1.1825 -0.2096
C -3.5064 -0.7620 0.0709
C -3.7813 0.6027 -0.0007
C -2.8021 1.5154 -0.3268
C -1.5018 1.0902 -0.5977
O -0.4739 1.8944 -0.9452
C -0.6328 3.3103 -0.9714
C -0.6429 3.8850 0.4442
H 0.2183 3.5163 0.9951
H -1.5333 3.5791 0.9868
H -0.6087 4.9703 0.4054
C 0.5404 3.8473 -1.7860
H 0.4658 4.9269 -1.8786
H 1.4777 3.5946 -1.2989
H 0.5367 3.4054 -2.7792
H -1.5673 3.5650 -1.4923
H -3.0633 2.5604 -0.3700
H -4.7873 0.9336 0.2093
C -4.6090 -1.6795 0.4315
O -5.7347 -1.2731 0.6275
C -4.2736 -3.1486 0.5452
H -5.1665 -3.6964 0.8354
H -3.4990 -3.2999 1.2934
H -3.9174 -3.5256 -0.4109
H -1.9524 -2.2310 -0.1739
H 0.1207 -1.7783 -1.2791
H 0.6846 -0.1190 -1.5316
H 3.6516 1.5458 2.5977
H 4.9137 1.0930 1.4464
H 4.7126 2.7887 1.9181

no.,energy (a.u.)
1,-1150.088418
2,-1225.314486
3,-1352.377605
4,-2699.451824
5,-1191.078857